Entry 1:
A molecular structure, C12H25ClNO2P2Zr, computed with wB97M-V/def2-TZVPD.

Geometry as XYZ:
```
44
C12H25ClNO2P2Zr (wB97M-V/def2-TZVPD)
Zr -0.302 -0.163 -0.849
P 1.884 -0.378 -2.120
C 1.715 -2.151 -2.604
C 0.301 -2.709 -2.567
N -0.646 -2.147 -1.750
C -1.801 -2.839 -1.497
C -2.091 -4.014 -2.161
C -1.205 -4.502 -3.112
C 0.001 -3.844 -3.296
C -2.797 -2.351 -0.460
P -2.577 -0.651 0.214
H 0.768 -4.196 -3.993
H -3.021 -4.517 -1.900
H -1.451 -5.386 -3.696
H -3.818 -2.396 -0.875
H -2.787 -3.035 0.410
H 2.122 -2.278 -3.543
H 2.364 -2.721 -1.908
H -1.279 1.391 -3.296
O -1.117 1.512 -2.390
H -1.178 2.470 -2.207
H 0.020 3.242 2.865
O -0.075 2.365 1.465
H 0.123 2.975 0.733
C -4.086 0.194 -0.340
H -4.914 -0.067 0.336
H -3.901 1.278 -0.297
H -4.326 -0.098 -1.373
C -2.851 -0.882 1.993
H -2.310 -0.088 2.527
H -3.928 -0.801 2.201
H -2.469 -1.862 2.311
C 3.582 -0.252 -1.514
H 4.163 -1.136 -1.813
H 4.034 0.650 -1.942
H 3.580 -0.173 -0.419
C 1.952 0.456 -3.726
H 2.733 1.223 -3.671
H 2.192 -0.277 -4.507
H 0.994 0.938 -3.957
Cl 0.781 -0.891 1.105
C 0.812 2.626 2.521
H 0.934 1.732 3.120
H 1.738 3.166 2.290
```

The HOMO-LUMO gap is 6.44 eV. As for the net charge: +3.

Entry 2:
A molecular structure, C12H25HoN3OP2, computed with wB97M-V/def2-TZVPD.

Geometry as XYZ:
```
44
C12H25HoN3OP2 (wB97M-V/def2-TZVPD)
Ho -0.267 0.322 0.300
P -2.404 -1.651 0.825
P -0.007 3.165 0.426
N 0.678 -1.712 -0.149
N 1.781 0.695 -0.570
H 2.130 -2.487 -1.528
H 3.644 -0.345 -0.755
H 2.729 -2.201 0.126
C 2.063 -1.798 -0.659
H 2.611 -0.401 -2.195
C 2.594 -0.424 -1.088
H 0.370 -3.755 -0.507
H 3.146 2.040 -1.387
C -0.111 -2.775 -0.357
C 2.192 1.939 -0.843
C -1.526 -2.717 -0.357
C 1.528 3.116 -0.505
H -2.014 -3.675 -0.557
H 2.035 4.021 -0.832
H -0.640 4.255 -0.248
H 0.535 3.845 1.552
H -3.669 -1.872 0.227
H -2.529 -2.668 1.838
H 0.241 0.570 -2.808
C -0.834 0.395 -2.973
C -1.599 1.698 -3.108
C -1.032 -0.587 -4.099
O -1.341 -0.143 -1.637
H -1.404 2.201 -4.070
H -2.677 1.479 -3.060
H -1.346 2.428 -2.322
H -0.347 -1.441 -4.022
H -2.075 -0.927 -4.144
H -0.806 -0.094 -5.053
H -1.421 -1.169 -1.581
C 0.659 -0.251 5.815
C -0.607 0.338 5.161
C -0.521 0.327 3.720
N -0.443 0.315 2.556
H 0.808 -1.289 5.493
H 0.593 -0.240 6.908
H 1.540 0.334 5.522
H -1.499 -0.238 5.454
H -0.759 1.377 5.490
```

As for the spin multiplicity: 6. The HOMO-LUMO gap (spin up / spin down) is 7.24 / 4.64 eV. As for the net charge: +2. Its expectation value of S² is 8.7838.

Entry 3:
2 unconnected molecules or ions with the total composition C12H25N2O9P, computed with wB97M-V/def2-TZVPD.

Geometry as XYZ:
```
49
C12H25N2O9P (wB97M-V/def2-TZVPD)
O 2.416 -0.066 0.874
P 1.035 -0.397 1.246
O 0.917 -0.965 2.707
O 0.710 -1.477 0.163
C -0.041 0.994 1.098
C 0.049 1.793 -0.015
C -0.834 2.978 -0.257
O -0.118 4.121 0.229
C -1.135 3.048 -1.768
O -2.193 2.131 -2.079
C -1.589 4.449 -2.224
O -2.938 4.657 -1.766
C -1.558 4.592 -3.758
C -0.163 4.920 -4.311
O 0.724 3.802 -4.238
H 1.470 -1.773 2.673
H 1.391 -1.191 -0.467
H -0.753 1.143 1.898
H 0.810 1.571 -0.762
H -1.776 2.877 0.294
H 0.186 3.961 1.140
H -0.235 2.761 -2.313
H -3.031 2.620 -1.953
H -0.934 5.215 -1.794
H -3.202 5.584 -1.897
H -1.935 3.681 -4.233
H -2.225 5.411 -4.043
H 0.265 5.766 -3.763
H -0.261 5.219 -5.360
H 1.598 4.027 -4.601
C 3.589 -4.772 0.608
N 2.124 -4.752 0.624
C 1.374 -4.116 1.532
O 1.865 -3.468 2.455
C -0.150 -4.237 1.362
N -0.958 -3.326 2.187
C -1.272 -3.449 3.476
C -0.749 -4.626 4.276
O -2.008 -2.633 4.009
H 3.995 -4.109 1.376
H 3.956 -4.439 -0.365
H 3.949 -5.784 0.798
H 1.644 -5.246 -0.112
H -0.436 -5.267 1.568
H -0.383 -4.037 0.317
H -1.312 -2.492 1.746
H -1.101 -5.555 3.835
H -1.119 -4.545 5.297
H 0.339 -4.598 4.289
```

The HOMO-LUMO gap is 9.85 eV. The SMILES is O=P(O)(O)/C=C/[C@@H](O)[C@@H](O)[C@H](O)CCO.CNC(=O)CNC(C)=O.

For reference, calculated total energy by record: -50788.909; -63727.683; -43548.082 eV.
For reference, largest force on an atom by record: 0.1166; 0.0617; 0.0598 Eh/bohr.